# 1
Density functional theory data (ωB97M-V/def2-TZVPD) for 2 unconnected molecules or ions with the total composition C5H9NO3 in a non-equilibrium geometry.

Last column: natural (NBO) charge in e.
CARTESIAN COORDINATES (ANGSTROEM)
C -0.952 -1.051 -1.745  -0.6287
C -0.139 0.059 -1.115  -0.0513
N -0.866 1.308 -0.834  -0.6115
C -0.657 1.319 0.501  0.6674
O -1.083 2.026 1.390  -0.5563
C 0.160 0.025 0.404  0.1316
C -0.024 -1.088 1.351  -0.0928
O 1.305 -0.911 0.868  -0.4879
H -1.863 -1.247 -1.163  0.2155
H -1.233 -0.785 -2.773  0.2208
H -0.357 -1.974 -1.779  0.2252
H 0.778 0.255 -1.691  0.1981
H -1.360 1.944 -1.447  0.4195
H -0.155 -0.830 2.407  0.2145
H -0.508 -2.000 0.995  0.1859
O 2.162 1.193 1.845  -1.0066
H 2.174 0.101 1.648  0.4971
H 2.618 1.656 1.137  0.4592

The total energy is -12960.545 eV. The SMILES is C[C@H]1NC(=O)[C@@]12CO2.O. Its HOMO energy is -9.9 eV. For the gap between HOMO and LUMO, the calculation gives 10.59 eV. As for the energy relative to the best compared isomer or geometry (same formula, charge and spin): 96.0 kcal/mol.

---

# 2
Density functional theory data (ωB97M-V/def2-TZVPD) for 2 unconnected molecules or ions with the total composition C5H9NO4 in a non-equilibrium geometry.

Last column: natural (NBO) charge in e.
CARTESIAN COORDINATES (ANGSTROEM)
N -1.844 3.846 0.693  0.1867
O -2.134 4.642 -0.023  -0.1850
C -0.939 -0.447 -2.304  -0.6110
C -0.569 -1.140 -1.006  -0.4204
C 0.421 -0.360 -0.142  -0.0312
C 0.545 -1.015 1.216  0.5732
O -0.240 -1.871 1.544  -0.5102
C 1.612 -0.555 2.145  -0.7189
O -0.015 0.989 0.026  -0.1434
O 0.870 1.696 0.758  -0.1532
H -1.669 -1.012 -2.887  0.2183
H -1.361 0.541 -2.095  0.2165
H -0.068 -0.307 -2.946  0.2012
H -1.476 -1.267 -0.396  0.2300
H -0.186 -2.161 -1.161  0.2259
H 1.412 -0.299 -0.620  0.1980
H 2.525 -0.274 1.618  0.2283
H 1.263 0.320 2.699  0.2589
H 1.853 -1.325 2.880  0.2364

The total energy is -15004.430 eV. Its HOMO energy (alpha / beta) is -8.0 / -10.0 eV. For the gap between HOMO and LUMO (alpha / beta), the calculation gives 6.76 / 10.82 eV. As for the energy relative to the best compared isomer or geometry (same formula, charge and spin): 180.2 kcal/mol.

---

# 3
Density functional theory data (ωB97M-V/def2-TZVPD) for C5H9NO4S in the gas phase in a non-equilibrium geometry.

Last column: natural (NBO) charge in e.
CARTESIAN COORDINATES (ANGSTROEM)
C 2.738 1.721 0.008  -0.2486
C 1.642 1.021 -0.360  -0.3883
C 1.159 -0.005 0.600  0.6016
O 1.581 -0.317 1.678  -0.5163
C -0.372 -0.771 0.082  -0.1987
C -0.396 -1.581 -1.216  -0.6452
N -0.748 -1.595 1.147  -0.8423
S -1.309 0.765 0.005  2.3312
O -1.106 1.422 -1.256  -0.9356
O -1.092 1.507 1.223  -0.9345
O -2.823 0.251 -0.058  -0.9455
H 3.254 2.528 -0.630  0.2129
H 3.279 1.496 0.967  0.2165
H 1.136 1.183 -1.321  0.2633
H 0.417 -2.301 -0.997  0.2399
H -0.130 -1.164 -2.197  0.2367
H -1.438 -1.878 -1.324  0.2290
H -0.447 -1.007 1.979  0.4004
H -1.759 -1.877 1.188  0.3863
H -3.583 0.604 0.480  0.5374

The total energy is -25843.930 eV. The SMILES is C=CC(=O)[C@@](C)(N)S(=O)(=O)O. Its HOMO energy is -9.7 eV. For the gap between HOMO and LUMO, the calculation gives 9.44 eV. As for the energy relative to the best compared isomer or geometry (same formula, charge and spin): 75.7 kcal/mol.

---

# 4
Density functional theory data (ωB97M-V/def2-TZVPD) for 2 unconnected molecules or ions with the total composition C5H9NO7 in a non-equilibrium geometry.

Last column: natural (NBO) charge in e.
CARTESIAN COORDINATES (ANGSTROEM)
O -0.449 -1.556 0.490  -0.2595
N 0.225 -0.553 0.669  0.5225
O 1.397 -0.434 0.990  -0.2630
O -1.347 1.448 2.181  -0.3240
C -1.982 1.243 3.257  0.0348
C -1.217 1.911 4.505  0.1852
C 0.286 1.649 4.496  -0.6466
C -1.875 1.565 5.865  0.4104
O -2.195 0.439 6.230  -0.4915
O -1.480 3.247 4.168  -0.2837
O -0.869 4.061 5.252  -0.4759
C -3.508 1.718 3.078  -0.0462
O -4.041 1.177 1.934  -0.6918
H -2.043 0.150 3.550  0.1559
H 0.496 0.580 4.635  0.2334
H 0.669 1.947 3.514  0.2376
H 0.742 2.239 5.298  0.2397
H -2.008 2.490 6.453  0.1508
H -0.598 4.849 4.740  0.4812
H -4.100 1.385 3.942  0.1845
H -3.493 2.815 3.001  0.1725
H -3.269 1.022 1.358  0.4737

The total energy is -21143.413 eV. Its HOMO energy (alpha / beta) is -9.8 / -10.1 eV. For the gap between HOMO and LUMO (alpha / beta), the calculation gives 7.00 / 7.92 eV. As for the energy relative to the best compared isomer or geometry (same formula, charge and spin): 178.7 kcal/mol.

---

# 5
Density functional theory data (ωB97M-V/def2-TZVPD) for 2 unconnected molecules or ions with the total composition C5H9NOS in a non-equilibrium geometry.

Last column: natural (NBO) charge in e.
CARTESIAN COORDINATES (ANGSTROEM)
C -0.515 -2.312 -1.805  -0.4299
N -1.462 -1.421 -1.222  -0.3976
C -1.118 -0.562 -0.397  0.2954
C -0.809 0.464 0.346  0.1137
C -1.011 0.458 1.851  -0.6484
O -0.356 1.664 -0.269  -0.6803
H 0.073 -1.764 -2.604  0.2010
H -0.969 -3.182 -2.165  0.2057
H 0.312 -2.552 -1.184  0.1943
H -1.471 1.341 2.277  0.2303
H -1.610 -0.420 2.178  0.2305
H -0.021 0.262 2.450  0.2244
H 0.019 1.441 -1.126  0.4769
C 2.275 1.805 0.334  -0.4256
S 2.295 0.460 1.261  0.0310
H 2.229 1.612 -0.738  0.1855
H 2.140 2.705 0.813  0.1931

The total energy is -19699.937 eV. The SMILES is CN=C=C(C)O.C=S. Its HOMO energy is -8.1 eV. For the gap between HOMO and LUMO, the calculation gives 7.80 eV. As for the energy relative to the best compared isomer or geometry (same formula, charge and spin): 100.7 kcal/mol.

---

# 6
Density functional theory data (ωB97M-V/def2-TZVPD) for C5H9NOS in the gas phase in a non-equilibrium geometry.

Last column: natural (NBO) charge in e.
CARTESIAN COORDINATES (ANGSTROEM)
C -1.993 -1.571 -0.050  -0.6524
C -1.492 -0.043 -0.235  -0.0265
C -0.147 0.189 0.009  -0.2294
C 0.812 -0.704 0.606  -0.5376
S 2.443 -1.008 -0.285  -0.1024
C 0.259 1.635 -0.135  0.6395
N 1.541 2.204 0.193  -0.8174
O -0.676 2.495 -0.221  -0.6328
H -1.442 -2.188 0.610  0.2114
H -2.029 -2.039 -1.145  0.2287
H -2.885 -1.474 0.471  0.2193
H -2.196 0.700 -0.703  0.2569
H 1.262 -0.617 1.807  0.2584
H 0.436 -1.849 0.585  0.2408
H 2.129 -0.740 -1.755  0.1553
H 2.315 1.719 0.158  0.3752
H 1.662 3.292 0.089  0.4131

The total energy is -19700.809 eV. The SMILES is C/C=C(\CS)C(N)=O. Its HOMO energy is -9.1 eV. For the gap between HOMO and LUMO, the calculation gives 9.31 eV. As for the energy relative to the best compared isomer or geometry (same formula, charge and spin): 80.6 kcal/mol.

---

# 7
Density functional theory data (ωB97M-V/def2-TZVPD) for C5H9NOS in the gas phase in a non-equilibrium geometry.

Last column: natural (NBO) charge in e.
CARTESIAN COORDINATES (ANGSTROEM)
C -1.044 -0.349 0.250  0.2007
C -2.893 1.032 0.290  0.0938
C -1.521 -1.403 -0.701  -0.6033
C 2.665 -0.192 0.264  -0.6733
C 1.269 0.297 0.195  0.2402
N 0.318 -0.507 0.283  -0.4699
O -1.642 0.938 -0.129  -0.4928
S 1.019 2.134 0.192  -0.0565
H -1.476 -0.657 1.138  0.2008
H -3.087 2.124 0.043  0.0765
H -2.586 -1.711 -0.459  0.2184
H -0.900 -2.191 -0.517  0.2227
H -1.465 -1.006 -1.678  0.2107
H 3.275 0.538 0.734  0.2203
H 2.702 -1.065 0.914  0.2406
H 3.067 -0.507 -0.708  0.2392
H 2.300 2.524 -0.112  0.1321

The total energy is -19699.620 eV. Its HOMO energy is -8.8 eV. For the gap between HOMO and LUMO, the calculation gives 9.34 eV. As for the energy relative to the best compared isomer or geometry (same formula, charge and spin): 108.0 kcal/mol.

---

# 8
Density functional theory data (ωB97M-V/def2-TZVPD) for C5H9NOS in the gas phase in a non-equilibrium geometry.

Last column: natural (NBO) charge in e.
CARTESIAN COORDINATES (ANGSTROEM)
C 0.456 2.118 -0.591  -0.4061
C 0.175 0.901 -1.182  -0.0220
C -0.056 0.844 -2.654  -0.6865
C 0.319 -0.397 -0.403  -0.2093
N -0.326 -1.568 -1.247  -0.8172
C -0.280 -0.317 0.961  0.2679
O -1.281 0.344 1.146  -0.6170
S 0.603 -0.955 2.175  -0.1309
H 1.011 2.191 0.434  0.2186
H 0.421 3.015 -1.093  0.2001
H 0.594 0.031 -3.250  0.2569
H 0.100 1.919 -3.035  0.2214
H -0.991 0.651 -3.208  0.2383
H 1.402 -0.526 -0.181  0.2553
H -0.577 -2.421 -0.627  0.3810
H -1.322 -1.211 -1.501  0.3477
H -1.446 0.957 0.437  0.5018

The total energy is -19700.996 eV. The SMILES is C=C(C)[C@H](N)C(O)=S. Its HOMO energy is -8.5 eV. For the gap between HOMO and LUMO, the calculation gives 8.88 eV. As for the energy relative to the best compared isomer or geometry (same formula, charge and spin): 76.3 kcal/mol.

---

# 9
Density functional theory data (ωB97M-V/def2-TZVPD) for C5H9NOS in the gas phase in a non-equilibrium geometry.

Last column: natural (NBO) charge in e.
CARTESIAN COORDINATES (ANGSTROEM)
C 1.799 -0.243 0.786  -0.3110
O 1.177 0.877 0.246  -0.5383
C 0.038 0.504 -0.491  0.1878
C -0.552 1.557 -1.382  -0.6431
C -0.921 -0.008 0.631  -0.5309
C -1.027 -1.572 0.628  0.0840
N -0.754 -2.205 -0.423  -0.4852
S 0.293 -1.160 -1.468  0.2782
H 2.900 -0.124 0.907  0.2057
H 1.916 -1.130 0.045  0.2035
H 1.386 -0.676 1.690  0.1721
H -0.559 2.487 -0.828  0.2263
H -1.630 1.205 -1.644  0.2338
H 0.101 1.690 -2.290  0.2318
H -0.498 0.426 1.649  0.2470
H -2.006 0.398 0.447  0.2398
H -1.662 -2.028 1.497  0.1986

The total energy is -19701.192 eV. The SMILES is CO[C@]1(C)CC=NS1. Its HOMO energy is -8.7 eV. For the gap between HOMO and LUMO, the calculation gives 9.44 eV. As for the energy relative to the best compared isomer or geometry (same formula, charge and spin): 71.7 kcal/mol.

---

# 10
Density functional theory data (ωB97M-V/def2-TZVPD) for C5H9NS in the gas phase in a non-equilibrium geometry.

Last column: natural (NBO) charge in e.
CARTESIAN COORDINATES (ANGSTROEM)
C 0.699 -1.860 -1.544  -0.6433
C 0.592 -0.392 -1.241  -0.6502
S -0.677 0.015 -0.194  1.5188
N -1.982 -0.496 -0.801  -1.0926
C -0.588 1.868 0.435  -0.4010
C 0.436 1.617 1.474  -0.4424
C -0.786 0.776 1.497  -0.4427
H 1.177 -2.451 -0.757  0.1912
H -0.295 -2.254 -1.734  0.2326
H 1.297 -1.966 -2.450  0.2222
H 1.503 0.080 -0.890  0.2036
H -2.775 -0.509 -0.180  0.3714
H -1.173 2.748 0.259  0.2394
H 1.392 1.183 1.207  0.2197
H 0.510 2.356 2.263  0.2371
H -1.501 0.680 2.293  0.2363

The total energy is -17649.402 eV. The SMILES is CC=[S@]1(=N)[C@@H]2C[C@@H]21. Its HOMO energy is -7.7 eV. For the gap between HOMO and LUMO, the calculation gives 8.48 eV. As for the energy relative to the best compared isomer or geometry (same formula, charge and spin): 156.6 kcal/mol.

---

# 11
Density functional theory data (ωB97M-V/def2-TZVPD) for C5H9NS in the gas phase in a non-equilibrium geometry.

Last column: natural (NBO) charge in e.
CARTESIAN COORDINATES (ANGSTROEM)
C 0.329 1.237 -1.560  -0.6541
C -0.051 -0.170 -1.118  -0.1448
C 0.039 -0.632 0.119  -0.0972
C -0.102 -2.104 0.401  -0.6198
C 0.198 0.243 1.312  0.1097
N -0.507 1.391 1.300  -0.7632
S 1.279 -0.052 2.552  -0.1705
H -0.486 1.919 -1.505  0.2090
H 0.688 1.170 -2.584  0.2225
H 1.092 1.676 -0.938  0.2266
H -0.419 -0.882 -1.907  0.2059
H -0.261 -2.621 -0.568  0.2106
H -0.936 -2.321 1.103  0.2169
H 0.798 -2.447 0.867  0.2409
H -1.240 1.418 0.594  0.3898
H -0.420 2.173 1.931  0.4178

The total energy is -17655.777 eV. The SMILES is C/C=C(/C)C(N)=S. Its HOMO energy is -8.2 eV. For the gap between HOMO and LUMO, the calculation gives 8.53 eV. As for the energy relative to the best compared isomer or geometry (same formula, charge and spin): 9.6 kcal/mol.

---

# 12
Density functional theory data (ωB97M-V/def2-TZVPD) for C5H9NS in the gas phase in a non-equilibrium geometry.

Last column: natural (NBO) charge in e.
CARTESIAN COORDINATES (ANGSTROEM)
C 1.414 1.064 -1.672  -0.7405
S 1.054 1.175 0.121  0.2090
C -0.035 -0.329 0.548  -0.2578
C -0.668 0.032 1.904  -0.6308
C -1.259 -0.371 -0.548  -0.5992
C 0.780 -1.527 0.592  0.2643
N 1.459 -2.574 0.591  -0.3038
H 2.287 1.761 -1.884  0.2461
H 0.605 1.239 -2.330  0.2117
H 1.810 0.102 -1.831  0.2225
H -1.147 -0.732 2.581  0.2432
H -1.555 0.701 1.685  0.2265
H 0.023 0.677 2.575  0.2373
H -0.900 -0.483 -1.587  0.2229
H -1.909 -1.152 -0.082  0.2205
H -1.958 0.416 -0.662  0.2282

The total energy is -17654.410 eV. The SMILES is CSC(C)(C)C#N. Its HOMO energy is -9.2 eV. For the gap between HOMO and LUMO, the calculation gives 9.88 eV. As for the energy relative to the best compared isomer or geometry (same formula, charge and spin): 41.1 kcal/mol.

---

# 13
Density functional theory data (ωB97M-V/def2-TZVPD) for C5H9NS in the gas phase in a non-equilibrium geometry.

Last column: natural (NBO) charge in e.
CARTESIAN COORDINATES (ANGSTROEM)
S 2.046 -0.642 1.418  -0.0251
C 0.606 -0.221 0.436  -0.1684
C -0.078 -1.312 -0.370  -0.4583
C -1.143 -0.341 -0.962  -0.2562
N -0.821 0.940 -0.383  -0.4018
C 0.653 1.021 -0.505  -0.2495
C -0.659 0.494 0.983  -0.2499
H 2.531 0.796 1.363  0.1447
H 0.532 -1.934 -1.109  0.2287
H -0.302 -1.986 0.511  0.2165
H -1.302 -0.253 -2.023  0.2135
H -2.122 -0.575 -0.679  0.2029
H 0.989 0.835 -1.489  0.1916
H 1.066 1.972 -0.197  0.2076
H -1.506 -0.164 1.337  0.1928
H -0.492 1.371 1.670  0.2107

The total energy is -17653.620 eV. The SMILES is SC12CCN(C1)C2. Its HOMO energy is -8.9 eV. For the gap between HOMO and LUMO, the calculation gives 9.63 eV. As for the energy relative to the best compared isomer or geometry (same formula, charge and spin): 59.3 kcal/mol.

---

# 14
Density functional theory data (ωB97M-V/def2-TZVPD) for C5H9NS in the gas phase in a non-equilibrium geometry.

Last column: natural (NBO) charge in e.
CARTESIAN COORDINATES (ANGSTROEM)
C -2.793 0.971 0.344  0.3313
C -0.527 0.889 -0.815  -0.2729
C 0.077 -0.242 -0.085  -0.2215
C 1.393 -0.684 -0.851  -0.6114
C 0.484 0.266 1.299  -0.6278
N -1.852 0.969 -0.372  -0.5617
S -1.165 -1.519 -0.235  0.4244
H -1.795 -1.650 1.147  -0.2656
H -0.034 1.852 -0.590  0.2396
H -0.653 0.551 -1.853  0.2364
H 1.766 -1.636 -0.345  0.2260
H 2.039 0.149 -0.678  0.2155
H 1.092 -1.001 -1.922  0.2300
H -0.234 0.772 1.784  0.2230
H 1.330 0.889 1.247  0.2099
H 0.872 -0.575 1.925  0.2250

The total energy is -17649.291 eV. Its HOMO energy (alpha / beta) is -4.6 / -11.5 eV. For the gap between HOMO and LUMO (alpha / beta), the calculation gives 5.22 / 8.87 eV. As for the energy relative to the best compared isomer or geometry (same formula, charge and spin): 70.3 kcal/mol. Its multiplicity is 3.